(1)
{"formula": "C18H48CuF5GeOSbSi3Te", "method": "wB97M-V/def2-TZVPD", "elements": ["Cu", "C", "Si", "C", "C", "Ge", "Si", "C", "C", "C", "Si", "C", "C", "C", "H", "H", "H", "H", "H", "H", "H", "H", "H", "H", "H", "H", "H", "H", "H", "H", "H", "H", "H", "H", "H", "H", "H", "H", "H", "H", "H", "C", "C", "C", "Sb", "C", "C", "C", "C", "C", "C", "H", "H", "H", "H", "H", "H", "H", "H", "H", "H", "H", "H", "H", "H", "H", "H", "H", "H", "H", "H", "H", "F", "Te", "F", "F", "F", "F", "O"], "xyz": [[-0.203, 0.208, -0.008], [4.376, -1.780, -2.445], [2.589, -1.827, -1.848], [2.246, -3.486, -1.024], [1.450, -1.656, -3.340], [2.167, -0.025, -0.313], [3.258, -0.369, 1.789], [3.148, 1.218, 2.787], [5.092, -0.515, 1.313], [2.856, -2.049, 2.523], [2.745, 2.084, -1.331], [1.971, 2.195, -3.046], [4.611, 2.263, -1.514], [2.085, 3.521, -0.308], [4.594, -2.655, -3.062], [5.078, -1.772, -1.610], [4.566, -0.889, -3.047], [2.133, -4.279, -1.767], [1.330, -3.449, -0.430], [3.060, -3.771, -0.355], [1.547, -2.513, -4.011], [1.680, -0.754, -3.912], [0.405, -1.588, -3.027], [3.599, 2.024, 2.205], [3.690, 1.140, 3.732], [2.122, 1.504, 3.019], [5.426, 0.340, 0.721], [5.272, -1.419, 0.726], [5.718, -0.570, 2.207], [1.797, -2.186, 2.735], [3.400, -2.204, 3.457], [3.159, -2.829, 1.822], [2.442, 1.496, -3.741], [2.087, 3.201, -3.455], [0.903, 1.963, -3.015], [5.035, 1.446, -2.102], [5.112, 2.268, -0.544], [4.848, 3.202, -2.019], [1.014, 3.408, -0.121], [2.236, 4.470, -0.828], [2.579, 3.588, 0.663], [-4.136, -1.034, -2.552], [-4.322, 0.099, -1.546], [-4.406, 1.435, -2.277], [-2.753, 0.096, -0.030], [-3.080, -1.869, 0.863], [-4.554, -2.224, 1.007], [-2.282, -2.907, 0.078], [-3.387, 1.773, 1.219], [-2.841, 3.072, 0.635], [-4.891, 1.790, 1.464], [-4.967, -1.032, -3.264], [-4.114, -2.015, -2.082], [-3.213, -0.904, -3.121], [-5.247, -0.065, -0.987], [-3.485, 1.641, -2.826], [-4.602, 2.268, -1.605], [-5.224, 1.405, -3.004], [-2.636, -1.784, 1.855], [-5.046, -2.318, 0.037], [-5.086, -1.475, 1.594], [-4.658, -3.182, 1.524], [-2.691, -3.081, -0.917], [-2.298, -3.857, 0.617], [-1.237, -2.606, -0.033], [-2.880, 1.590, 2.166], [-3.346, 3.356, -0.288], [-1.771, 2.998, 0.430], [-2.985, 3.878, 1.357], [-5.451, 1.957, 0.542], [-5.146, 2.593, 2.160], [-5.222, 0.852, 1.912], [0.937, 0.074, 4.757], [-0.673, 0.081, 3.801], [-2.542, 0.039, 3.464], [-1.336, 0.208, 5.562], [-0.714, 1.960, 3.866], [-0.804, -1.774, 4.047], [-0.134, 0.006, 2.100]], "lowdin_spin": [0.21, 0.02, 0.06, 0.00, 0.00, 0.39, 0.05, 0.00, 0.03, 0.00, 0.08, 0.00, 0.03, 0.00, 0.00, 0.00, 0.00, 0.00, 0.00, 0.00, 0.00, 0.00, 0.00, 0.00, 0.00, 0.00, 0.00, 0.00, 0.00, 0.00, 0.00, 0.00, 0.00, 0.00, 0.00, 0.00, 0.00, 0.00, 0.00, 0.00, 0.00, 0.00, 0.00, 0.00, 0.03, 0.00, 0.00, 0.00, 0.01, 0.00, 0.00, 0.00, 0.00, 0.00, 0.00, 0.00, 0.00, 0.00, 0.00, 0.00, 0.00, 0.00, 0.00, 0.00, 0.00, 0.00, 0.00, 0.00, 0.00, 0.00, 0.00, 0.00, 0.00, 0.01, 0.00, 0.00, 0.00, 0.00, 0.05], "s_squared": 0.755, "total_energy_ev": -173701.5114, "homo_energy_ev": [-8.28, -8.71], "de_lowest_kj_mol": 83.72, "lumo_ev": [-0.15, -2.40], "spin_multiplicity": 2}

(2)
{"formula": "C4H10N2", "method": "wB97M-V/def2-TZVPD", "elements": ["C", "C", "N", "H", "H", "H", "H", "H", "C", "C", "N", "H", "H", "H", "H", "H"], "xyz": [[3.446, -3.356, 1.496], [2.440, -4.007, 0.928], [1.756, -3.459, -0.221], [3.800, -2.384, 1.179], [3.950, -3.845, 2.323], [2.435, -5.091, 1.010], [2.327, -3.568, -1.044], [0.872, -3.943, -0.273], [-2.007, 4.732, -0.869], [-2.174, 3.486, -0.428], [-3.277, 2.712, -0.794], [-2.790, 5.110, -1.521], [-1.096, 5.283, -0.712], [-1.417, 3.029, 0.195], [-4.172, 3.166, -0.717], [-3.287, 1.797, -0.376]], "lowdin_charge": [-0.01, -0.30, -0.01, 0.06, 0.05, 0.09, 0.07, 0.06, -0.04, -0.31, 0.02, 0.05, 0.04, 0.10, 0.08, 0.07], "smiles": "C=CN.C=CN", "total_energy_ev": -7288.3866, "homo_energy_ev": -8.30, "de_lowest_kj_mol": 215.45, "lumo_ev": 1.12, "spin_multiplicity": 1}

(3)
{"formula": "C35H49N4OS2TeW", "method": "wB97M-V/def2-TZVPD", "elements": ["W", "C", "C", "S", "C", "C", "S", "H", "H", "H", "H", "H", "H", "N", "C", "C", "C", "N", "C", "C", "N", "C", "H", "H", "H", "H", "H", "H", "H", "H", "H", "H", "H", "H", "H", "H", "H", "H", "C", "C", "C", "C", "C", "C", "Te", "N", "C", "O", "C", "C", "C", "C", "C", "C", "C", "C", "C", "C", "C", "C", "C", "C", "C", "C", "C", "C", "H", "H", "H", "H", "H", "H", "H", "H", "H", "H", "H", "H", "H", "H", "H", "H", "H", "H", "H", "H", "H", "H", "H", "H", "H", "H", "H"], "xyz": [[-1.269, -0.084, 0.545], [0.491, -1.685, -3.263], [0.737, -1.166, -1.878], [-0.128, -1.976, -0.552], [1.654, -0.234, -1.598], [2.385, 0.539, -2.650], [-0.499, 2.050, -0.344], [-0.442, -2.241, -3.319], [1.305, -2.356, -3.548], [0.467, -0.868, -3.987], [2.961, -0.137, -3.286], [3.050, 1.282, -2.229], [1.667, 1.065, -3.280], [-5.056, 0.361, -1.096], [-4.426, 0.112, 0.230], [-4.833, 1.147, 1.259], [-3.915, 0.995, 2.471], [-2.517, 1.307, 2.101], [-4.027, -0.423, 3.041], [-3.833, -1.550, 2.019], [-2.390, -1.740, 1.712], [-4.658, -1.302, 0.744], [-5.062, 1.363, -1.298], [-6.014, 0.012, -1.146], [-4.470, -0.108, -1.839], [-3.332, 0.226, 0.084], [-5.867, 1.006, 1.582], [-4.736, 2.157, 0.851], [-4.258, 1.687, 3.243], [-1.968, 1.399, 2.951], [-2.459, 2.214, 1.637], [-5.022, -0.532, 3.475], [-3.309, -0.546, 3.856], [-4.214, -2.471, 2.467], [-2.271, -2.571, 1.132], [-1.910, -1.952, 2.587], [-5.713, -1.453, 0.991], [-4.382, -2.039, -0.015], [5.468, -5.065, 1.780], [4.663, -3.832, 1.503], [5.075, -2.893, 0.570], [4.328, -1.756, 0.288], [4.863, -0.774, -0.714], [3.121, -1.560, 0.966], [1.789, 0.067, 0.503], [-1.583, 1.078, -1.209], [-1.381, 0.948, -2.569], [-0.641, 1.691, -3.186], [-2.216, -0.053, -3.324], [-2.518, 0.244, -4.649], [-3.277, -0.636, -5.409], [-3.733, -1.826, -4.858], [-3.414, -2.146, -3.546], [-2.660, -1.259, -2.775], [2.453, 2.101, 0.914], [1.712, 2.537, 2.040], [1.298, 1.603, 3.157], [1.394, 3.880, 2.169], [1.781, 4.813, 1.216], [1.320, 6.238, 1.266], [2.651, 4.386, 0.225], [3.026, 3.055, 0.064], [4.125, 2.801, -0.935], [2.690, -2.476, 1.940], [1.445, -2.310, 2.779], [3.474, -3.592, 2.185], [6.308, -5.146, 1.094], [4.851, -5.958, 1.685], [5.858, -5.046, 2.799], [6.009, -3.045, 0.041], [5.830, -0.390, -0.385], [4.180, 0.060, -0.823], [5.011, -1.241, -1.688], [-2.145, 1.169, -5.068], [-3.496, -0.408, -6.443], [-4.308, -2.515, -5.461], [-3.728, -3.095, -3.129], [-2.281, -1.557, -1.802], [0.325, 1.139, 2.967], [1.233, 2.166, 4.088], [2.036, 0.810, 3.304], [0.818, 4.206, 3.029], [0.658, 6.412, 2.112], [0.793, 6.493, 0.345], [2.171, 6.915, 1.351], [3.060, 5.115, -0.466], [4.941, 3.489, -0.713], [3.799, 3.022, -1.952], [4.531, 1.797, -0.875], [0.690, -1.692, 2.294], [1.706, -1.861, 3.740], [1.008, -3.288, 2.979], [3.150, -4.304, 2.936]], "lowdin_spin": [0.84, 0.00, 0.02, 0.04, 0.00, 0.00, 0.00, 0.00, 0.00, 0.00, 0.00, 0.00, 0.00, 0.00, 0.01, 0.00, 0.00, 0.00, 0.00, 0.00, 0.02, 0.00, 0.00, 0.00, 0.00, 0.01, 0.00, 0.00, 0.00, 0.00, 0.00, 0.00, 0.00, 0.00, 0.00, 0.00, 0.00, 0.00, 0.00, 0.00, 0.00, 0.00, 0.00, 0.00, 0.01, 0.02, 0.00, 0.00, 0.00, 0.00, 0.00, 0.00, 0.00, 0.00, 0.01, 0.00, 0.00, 0.00, 0.00, 0.00, 0.00, 0.00, 0.00, 0.00, 0.00, 0.00, 0.00, 0.00, 0.00, 0.00, 0.00, 0.00, 0.00, 0.00, 0.00, 0.00, 0.00, 0.00, 0.00, 0.00, 0.00, 0.00, 0.00, 0.00, 0.00, 0.00, 0.00, 0.00, 0.00, 0.00, 0.00, 0.00, 0.00], "s_squared": 0.796, "total_charge": 2, "total_energy_ev": -75871.4881, "homo_energy_ev": [-11.99, -11.76], "de_lowest_kj_mol": 95.70, "lumo_ev": [-5.69, -5.52], "spin_multiplicity": 2}

(4)
{"formula": "C3H5N3O", "method": "wB97M-V/def2-TZVPD", "elements": ["O", "C", "C", "N", "N", "C", "N", "H", "H", "H", "H", "H"], "xyz": [[1.085, 1.682, 0.976], [-0.186, 1.829, 0.450], [-0.315, 0.442, -0.044], [0.870, -0.118, 0.422], [0.511, -1.681, -0.337], [-0.739, -1.552, -0.658], [-1.231, -0.291, -0.623], [1.774, 0.032, -0.001], [-0.266, 2.560, -0.377], [-0.992, 2.069, 1.170], [0.895, -2.589, -0.096], [-1.407, -2.384, -0.882]], "lowdin_charge": [-0.22, -0.28, -0.31, 0.16, 0.10, -0.21, 0.13, 0.14, 0.13, 0.12, 0.11, 0.12], "total_energy_ev": -9705.2312, "homo_energy_ev": [-8.51, -8.50], "de_lowest_kj_mol": 516.45, "lumo_ev": [0.14, 0.14], "spin_multiplicity": 1}